1.
34
Properties=species:S:1:pos:R:3 method="wB97M-V/def2-TZVPD" energy_ha=-1758.65826 e_homo_ev=-9.44 orbital_gap_ha=0.345 de_lowest_kj_mol=1246.1
O 4.700 0.501 -0.462
C 3.566 0.800 -1.021
N 2.358 0.152 -0.851
C 1.193 0.471 -1.333
H 1.300 1.348 -2.044
C 0.413 0.946 -0.215
N 0.448 -0.125 0.887
S -0.950 0.442 1.891
O -0.631 -0.338 3.053
O -1.143 1.750 2.092
C -2.377 -0.477 0.917
C -2.149 -1.317 0.018
C -3.245 -1.873 -0.266
C -4.603 -1.695 -0.112
C -4.757 -0.538 0.916
C -3.525 -0.178 1.508
F -3.761 0.827 2.612
H -5.654 -0.427 1.277
H -5.566 -2.084 -0.558
H -3.103 -2.898 -1.215
H -1.150 -1.599 -0.135
C 1.692 -0.401 1.237
H 1.442 -1.053 2.064
C 2.575 -0.951 0.197
H 3.389 -0.720 0.444
H 2.025 -1.743 -0.107
H 2.091 0.709 1.942
H -0.809 1.092 -0.775
H 0.789 1.851 0.105
H 0.825 -0.554 -1.721
C 3.619 1.884 -2.312
H 4.700 2.409 -2.295
H 2.926 2.623 -2.050
Cl 3.372 1.165 -3.689

=====

2.
11
Properties=species:S:1:pos:R:3 method="wB97M-V/def2-TZVPD" energy_ha=-285.37439 e_homo_ev=-8.49 orbital_gap_ha=0.347 de_lowest_kj_mol=105.5
O -0.754 -1.753 -1.283
C -0.149 -1.007 -0.559
C 0.680 0.227 -0.907
C 0.064 1.195 0.094
C -0.339 0.465 1.157
N -0.251 -0.916 0.876
H 0.516 0.495 -1.941
H 1.774 0.068 -0.759
H -0.421 2.098 -0.244
H -0.846 0.825 2.055
H -0.273 -1.698 1.512

=====

3.
9
Properties=species:S:1:pos:R:3 method="wB97M-V/def2-TZVPD" total_charge=+3 energy_ha=-913.88961 e_homo_ev="-26.35 / -23.95" orbital_gap_ha="0.380 / 0.200" de_lowest_kj_mol=14.1
C 0.806 -1.106 0.513
C -0.113 -1.153 -0.330
H 0.050 -2.330 0.461
Sc 2.900 -0.509 0.028
C -0.599 0.198 -0.598
C -0.734 1.200 0.290
H -1.023 2.197 -0.047
H -0.902 0.361 -1.636
H -0.384 1.141 1.321